Below is 11 unconnected molecules or ions with the total composition C43H100F30N7O3P6 in a non-equilibrium geometry, with properties calculated with the ωB97M-V functional and the def2-TZVPD basis.

The gap between HOMO and LUMO comes out at 8.8 eV. The value obtained for the HOMO energy is -0.416 Ha. For the electronic energy, the calculation gives -7352.2620 Ha. The LUMO energy is -2.486 eV.

```
! wB97M-V def2-TZVPD RIJCOSX def2/J DEFGRID3
* xyz 1 1
C -0.7801 6.7605 2.1021
N 0.0690 7.7342 2.9666
C 0.4660 8.9393 2.1486
C -0.7466 8.1453 4.2005
C 1.4721 7.0916 3.3693
C 1.4933 6.0910 4.5118
O 0.4772 5.0426 4.3567
H -1.0459 5.9221 2.7460
H -0.1738 6.2868 1.3301
H -1.6274 7.3221 1.7088
H -0.4901 9.4392 1.9932
H 0.7359 8.6650 1.1288
H 1.2365 9.4716 2.7063
H -0.0086 8.6803 4.7982
H -1.0294 7.2175 4.6977
H -1.6286 8.7402 3.9633
H 2.0676 7.9687 3.6224
H 1.8705 6.6711 2.4460
H 1.2820 6.6816 5.4033
H 2.4530 5.5951 4.6572
H 0.9506 4.2084 4.3955
C 0.6366 0.8064 2.1060
N -0.7665 0.5960 1.6796
C -0.9795 1.3524 0.3699
C -1.0401 -0.8716 1.3837
C -1.8075 0.9264 2.7968
C -1.6456 2.4172 3.2338
O -2.9145 2.8243 3.6015
H 1.3035 0.4214 1.3345
H 0.9514 0.3929 3.0641
H 0.7518 1.8903 2.1105
H -2.0238 1.2041 0.0952
H -0.3030 0.9656 -0.3923
H -0.7247 2.4016 0.5192
H -0.4236 -1.1390 0.5255
H -2.0850 -0.8872 1.0739
H -0.6635 -1.4133 2.2514
H -1.6081 0.2412 3.6208
H -2.8323 0.7875 2.4522
H -1.3757 2.9362 2.3141
H -0.9856 2.6513 4.0691
H -2.9953 3.7787 3.6665
C -5.2898 -2.9500 -1.8946
N -4.7294 -4.3382 -1.4951
C -5.0264 -4.5926 0.0389
C -5.4733 -5.3223 -2.4412
C -3.1989 -4.4613 -1.7191
C -2.2666 -3.2941 -1.3073
O -2.2132 -3.0893 0.0492
H -4.8761 -2.7838 -2.8892
H -4.8253 -2.2426 -1.2076
H -6.3706 -3.0457 -1.7910
H -6.1016 -4.5090 0.1969
H -4.4385 -3.9393 0.6836
H -4.6095 -5.5617 0.3131
H -5.2448 -5.1619 -3.4948
H -6.5411 -5.1814 -2.2736
H -5.0969 -6.2669 -2.0487
H -3.1338 -4.5612 -2.8026
H -2.8714 -5.3559 -1.1895
H -2.5830 -2.3840 -1.8170
H -1.2772 -3.4453 -1.7388
H -1.3742 -3.3522 0.4346
C -4.9798 -1.3005 1.6783
C -5.8714 -1.1637 2.9259
N -5.2518 -0.3818 3.9920
C -5.8581 0.6071 4.7133
C -5.1110 0.9129 5.7731
N -3.9693 0.0787 5.7302
C -4.1200 -0.7817 4.6730
C -2.9594 -0.0049 6.8036
H -5.5485 -1.7211 0.8490
H -4.1014 -1.9005 1.9162
H -4.6205 -0.3326 1.3288
H -6.0892 -2.1499 3.3360
H -6.7830 -0.6713 2.5875
H -6.7766 1.0547 4.3635
H -5.2466 1.6033 6.5924
H -3.4744 -1.6095 4.4195
H -2.2761 0.8166 6.5884
H -2.3590 -0.9125 6.7399
H -3.3579 0.0986 7.8129
C 4.2460 0.4322 -1.0500
C 4.9664 -0.0896 0.2516
N 4.9577 0.7686 1.3953
C 4.6547 0.4381 2.7144
C 4.7397 1.6338 3.4308
N 5.0814 2.6920 2.5993
C 5.1797 2.1096 1.3505
C 5.2154 4.1259 2.9427
H 4.1129 -0.3584 -1.7885
H 4.6242 1.3068 -1.5793
H 3.2485 0.6827 -0.6888
H 5.9767 -0.4761 0.1167
H 4.2328 -0.8363 0.5556
H 4.4675 -0.6004 2.9447
H 4.5140 1.7619 4.4791
H 5.3487 2.6125 0.4098
H 5.8458 4.6045 2.1932
H 5.6765 4.2691 3.9199
H 4.2045 4.5324 2.9737
C 0.3569 -7.3357 -2.1524
C 0.9221 -7.4977 -3.5589
C 1.9355 -6.5069 -4.0023
C 1.3649 -5.0419 -4.1104
P 2.3551 -3.7472 -5.0379
C 2.6579 -4.0562 -6.9239
C 1.3544 -4.1287 -7.7668
C 1.3888 -4.3986 -9.2779
C 2.3895 -3.4321 -10.0782
C 1.5706 -2.0918 -4.8922
C 1.0843 -1.7866 -3.4533
C 0.2777 -0.4986 -3.2345
C 0.7165 0.8440 -3.8497
C 3.9276 -3.6398 -4.1676
C 4.7670 -2.3812 -4.3997
C 5.9618 -2.4322 -3.3988
C 6.8693 -1.1521 -3.3731
H 1.1551 -7.4164 -1.4145
H -0.3373 -8.1347 -1.8920
H -0.2717 -6.4551 -2.0199
H 0.0639 -7.4146 -4.2258
H 1.3144 -8.5143 -3.5858
H 2.2226 -6.7207 -5.0319
H 2.8790 -6.6081 -3.4659
H 1.1692 -4.7015 -3.0935
H 0.3671 -5.0733 -4.5481
H 3.2656 -4.9539 -6.8106
H 3.4246 -3.3825 -7.3067
H 0.9384 -3.1281 -7.6485
H 0.6278 -4.8755 -7.4470
H 0.3952 -4.3742 -9.7255
H 1.8457 -5.3866 -9.3340
H 2.0646 -2.3926 -10.1226
H 2.3024 -3.7283 -11.1236
H 3.4215 -3.4733 -9.7297
H 0.6947 -1.8988 -5.5116
H 2.3466 -1.3913 -5.2006
H 2.0067 -1.7406 -2.8744
H 0.5818 -2.5769 -2.8956
H 0.0738 -0.3044 -2.1815
H -0.6739 -0.8288 -3.6509
H -0.1311 1.4175 -4.2248
H 1.4337 0.7106 -4.6597
H 1.3016 1.4217 -3.1341
H 4.3889 -4.6124 -4.3386
H 3.6516 -3.6433 -3.1131
H 4.1536 -1.5201 -4.1342
H 5.1668 -2.3329 -5.4126
H 6.6114 -3.2873 -3.5856
H 5.5297 -2.5621 -2.4066
H 7.4362 -1.1304 -4.3038
H 7.6516 -1.2129 -2.6165
H 6.2906 -0.2840 -3.0577
P 1.9840 4.3618 -0.1184
F 1.8722 5.9593 -0.2203
F 1.8604 4.0469 -1.7034
F 3.6368 4.3462 -0.0498
F 2.1248 2.7463 0.1182
F 1.8575 4.5787 1.4716
F 0.3497 4.2594 -0.1190
P 1.4659 1.4412 6.2221
F 3.1177 1.5587 6.4609
F 1.5775 2.3908 4.9089
F 1.6158 0.1897 5.2797
F -0.1961 1.3905 5.9548
F 1.3691 0.4960 7.5446
F 1.3315 2.7481 7.2054
P 1.9033 -3.1586 0.4773
F 3.4435 -2.9907 -0.1259
F 1.5564 -4.2626 -0.7329
F 2.3607 -4.2960 1.5187
F 0.3958 -3.2683 1.0803
F 2.2167 -2.0322 1.5743
F 1.5078 -2.0167 -0.5801
P -4.1106 6.0413 4.8934
F -2.6627 5.3337 4.8235
F -4.6461 5.0042 6.0509
F -3.5062 6.9878 6.1001
F -5.5955 6.7466 5.0293
F -3.5115 7.1921 3.8859
F -4.7396 5.0844 3.7293
P -4.8993 1.4087 -1.9897
F -6.0849 0.3425 -1.9807
F -4.2107 0.5435 -3.1478
F -5.7606 2.2494 -3.1195
F -3.7466 2.5645 -2.0646
F -5.5323 2.2442 -0.7690
F -4.1167 0.5929 -0.8317
*
```